A molecular structure, C21H35AsCl4N4O2RuS in a non-equilibrium geometry. Source: OMol25; level of theory: the ωB97M-V functional and the def2-TZVPD basis.

total charge	+3
orbital gap (spin up / spin down)	0.2814 / 0.1584	Ha
<S²>	1.0963
E_tot	-156720.610	eV
2S+1	2

```
69
Properties=species:S:1:pos:R:3:forces:R:3:mulliken_spin:R:1
Ru 0.4811 1.4693 -0.1209 -0.5707 -0.9816 -0.6228 0.000
Cl 1.0470 1.7740 -2.7129 0.1644 0.0499 0.4724 -0.014
C 1.5926 3.4690 -2.6310 0.0249 0.0509 0.0956 0.004
Cl 1.5147 4.0036 -0.9377 0.0686 0.3217 -0.0209 -0.007
H 0.9342 4.0914 -3.2248 -0.0009 -0.0270 -0.0265 0.000
H 2.6242 3.5226 -2.9567 -0.0199 -0.0082 -0.0479 0.000
Cl -0.8139 0.6448 2.1859 0.3590 0.2360 -0.2536 0.016
C -0.8112 2.1920 3.0713 0.0544 0.0639 0.0065 -0.003
Cl 0.3295 3.3015 2.2920 -0.0124 0.2414 0.2077 0.002
H -0.4774 2.0152 4.0866 -0.0351 -0.0328 0.0070 0.001
H -1.8011 2.6306 3.0377 -0.0102 -0.0249 -0.0017 -0.001
C -4.9390 -2.2091 -3.7329 0.0365 0.0674 -0.0836 0.095
C -5.7130 -1.7082 -2.4976 0.0114 0.0753 0.0766 -0.010
N -4.8928 -0.8339 -1.6736 -0.1797 -0.2456 -0.0437 0.672
C -4.4178 -1.3372 -0.4070 -0.0501 0.1271 0.1370 -0.006
C -3.4346 -2.5019 -0.5899 -0.0248 -0.0817 -0.1224 0.099
C -4.6567 0.5022 -2.1509 0.2064 0.5391 -0.6959 -0.050
O -5.2652 0.8527 -3.1309 0.0598 -0.2521 0.5531 0.215
C -3.6802 1.4322 -1.4868 -0.0208 -0.2324 0.0949 -0.029
C -4.0972 2.7492 -1.3105 -0.1288 -0.0971 -0.0798 -0.015
C -3.1849 3.6642 -0.8337 0.1719 0.0792 0.0068 0.000
C -1.8885 3.2466 -0.5822 -0.0633 0.1351 -0.0544 -0.005
N -1.4680 1.9856 -0.7603 -0.2823 -0.0486 0.2571 0.008
C -2.3643 1.0908 -1.1983 -0.1970 -0.0043 -0.1615 0.002
H -5.6219 -2.8281 -4.3102 -0.0353 -0.0219 -0.0035 0.000
H -4.0808 -2.8131 -3.4477 0.0061 0.0000 0.0296 -0.005
H -4.6199 -1.3770 -4.3570 -0.0221 -0.0175 0.0068 -0.002
H -6.0318 -2.5350 -1.8668 0.0054 0.0047 -0.0229 0.003
H -6.5820 -1.1312 -2.8238 0.0602 0.0159 -0.0380 0.028
H -5.3088 -1.6950 0.1227 0.0366 -0.0072 0.0046 0.026
H -3.9839 -0.5205 0.1610 0.0633 0.0343 -0.0010 0.000
H -3.9187 -3.3657 -1.0427 0.0027 0.0236 0.0160 -0.001
H -3.0779 -2.7882 0.3943 0.0224 -0.0206 0.1059 -0.004
H -2.5794 -2.2115 -1.1974 0.0348 0.0290 0.0135 -0.009
H -5.1100 3.0419 -1.5567 0.0036 0.0021 0.0029 -0.001
H -3.4568 4.6986 -0.6800 0.0079 0.0072 0.0181 0.000
H -1.1451 3.9519 -0.2392 -0.0100 0.0058 0.0604 0.000
H -2.0003 0.0832 -1.3511 -0.0442 0.0046 0.0494 -0.008
C 4.4438 -3.5288 -0.8091 0.0223 -0.0092 -0.0089 0.000
C 3.3564 -2.9897 0.0493 -0.0875 -0.0059 0.1147 0.000
C 3.1924 -3.2615 1.3883 0.0304 0.0056 -0.1004 0.004
C 2.0877 -2.7278 2.0579 -0.0266 0.0290 -0.0367 -0.002
N 1.1907 -1.9482 1.4310 0.0877 0.0089 0.0066 0.004
C 1.3672 -1.6838 0.1585 -0.1125 0.0931 -0.0900 0.002
S 0.2115 -0.7599 -0.7826 0.0763 -0.0762 0.0560 -0.001
N 2.4276 -2.1885 -0.5216 -0.0206 -0.0836 0.0944 0.002
C 1.8246 -3.0282 3.4907 0.0200 -0.0036 0.0248 0.000
H 5.2559 -3.9170 -0.2008 0.0134 -0.0070 -0.0029 0.000
H 4.8334 -2.7661 -1.4838 0.0083 0.0052 -0.0074 0.000
H 4.0551 -4.3490 -1.4168 0.0031 -0.0076 -0.0129 0.000
H 3.8987 -3.8987 1.8998 0.0093 -0.0088 0.0076 0.000
H 2.5021 -1.9497 -1.5034 -0.0029 0.0316 -0.0230 -0.001
H 2.6968 -3.4387 3.9931 0.0021 0.0039 0.0044 0.000
H 1.0187 -3.7636 3.5492 -0.0096 -0.0093 0.0089 0.000
H 1.4754 -2.1339 4.0050 -0.0081 -0.0063 0.0085 0.000
C 4.0649 3.2926 1.3210 0.0541 -0.0054 -0.0085 0.000
As 3.6319 1.4352 1.4896 -0.0206 0.0807 0.1126 0.001
C 3.2744 1.0544 3.3347 0.0364 -0.0211 0.0180 -0.001
C 5.1812 0.4495 0.9610 -0.0127 -0.0287 0.0124 0.000
O 2.3628 0.8985 0.5279 0.3295 -0.0169 -0.0996 -0.009
H 4.8909 3.4984 2.0031 0.0044 0.0073 -0.0057 0.000
H 3.2207 3.9231 1.5890 -0.0193 -0.0379 0.0062 0.000
H 4.3819 3.4988 0.3008 -0.0151 0.0212 0.0053 0.000
H 4.2139 0.8420 3.8446 -0.0195 0.0187 0.0227 0.000
H 2.6238 0.1820 3.3818 -0.0011 0.0039 -0.0120 0.000
H 2.7929 1.9060 3.8114 -0.0164 0.0008 -0.0293 0.000
H 6.0516 0.8240 1.4991 -0.0027 -0.0044 0.0030 0.000
H 5.3342 0.5742 -0.1093 -0.0067 0.0026 -0.0025 0.000
H 5.0365 -0.6032 1.2003 -0.0077 0.0082 -0.0083 0.000
```
Positions in Å, forces in eV/Å.